No. 1
{
  "formula": "C24H24MnN4O4S3",
  "method": "ωB97M-V/def2-TZVPD",
  "homo_energy_ev": [-7.95, -8.62],
  "total_charge": 0,
  "fmax_ev_per_a": 1.6,
  "energy_ha": -3794.65797,
  "e_above_lowest_kj_mol": 46.6,
  "spin_multiplicity": 6,
  "elements": ["Mn", "O", "C", "N", "C", "O", "C", "C", "C", "C", "C", "N", "C", "C", "C", "C", "C", "N", "H", "H", "H", "H", "H", "H", "H", "H", "O", "C", "O", "C", "C", "C", "C", "C", "N", "H", "H", "H", "H", "C", "C", "S", "C", "C", "S", "C", "C", "S", "H", "H", "H", "H", "H", "H", "H", "H", "H", "H", "H", "H"],
  "xyz": [[-0.162, -0.209, 0.470], [1.508, -2.368, -2.337], [1.248, -1.876, -1.255], [0.136, -2.007, -0.494], [-0.909, -2.860, -0.678], [-0.922, -3.911, -1.285], [-2.177, -2.424, 0.057], [-3.266, -3.287, 0.036], [-4.428, -2.908, 0.683], [-4.476, -1.682, 1.329], [-3.350, -0.879, 1.303], [-2.228, -1.241, 0.688], [2.282, -0.915, -0.637], [3.464, -0.696, -1.336], [4.430, 0.102, -0.752], [4.196, 0.645, 0.504], [2.992, 0.376, 1.128], [2.058, -0.394, 0.570], [-3.171, -4.227, -0.487], [-5.290, -3.563, 0.685], [-5.366, -1.348, 1.843], [-3.332, 0.088, 1.793], [3.593, -1.156, -2.304], [5.363, 0.291, -1.267], [4.928, 1.271, 0.995], [2.751, 0.790, 2.100], [-0.634, 2.235, 3.798], [-0.510, 1.318, 3.003], [-0.483, 1.416, 1.721], [-0.401, -0.100, 3.567], [-0.625, -0.326, 4.919], [-0.594, -1.627, 5.388], [-0.337, -2.660, 4.495], [-0.110, -2.343, 3.168], [-0.136, -1.092, 2.716], [-0.823, 0.523, 5.557], [-0.772, -1.839, 6.434], [-0.311, -3.692, 4.818], [0.108, -3.111, 2.434], [2.230, 3.067, -3.163], [1.492, 3.835, -2.074], [0.825, 2.821, -0.715], [-0.956, 3.060, -0.896], [-1.611, 2.339, -2.070], [-1.443, 0.529, -2.002], [-0.495, 0.114, -3.488], [0.961, 0.560, -3.522], [1.189, 2.172, -4.342], [2.954, 2.374, -2.729], [2.794, 3.775, -3.774], [0.673, 4.407, -2.511], [2.181, 4.548, -1.617], [-1.151, 4.132, -0.982], [-1.357, 2.730, 0.062], [-1.172, 2.667, -3.011], [-2.676, 2.575, -2.092], [-1.048, 0.495, -4.348], [-0.541, -0.976, -3.525], [1.549, -0.189, -4.052], [1.355, 0.653, -2.515]]
}


No. 2
{
  "formula": "C24H24N2O5",
  "method": "ωB97M-V/def2-TZVPD",
  "homo_energy_ev": -8.59,
  "total_charge": 0,
  "fmax_ev_per_a": 1.2,
  "smiles": "COc1ccccc1C(=O)O/N=C(/C)c1ccc(N2C(=O)[C@H]3CCCC[C@H]3C2=O)cc1",
  "energy_ha": -1414.67391,
  "e_above_lowest_kj_mol": 141.2,
  "elements": ["C", "H", "H", "H", "O", "C", "C", "C", "C", "C", "C", "C", "O", "O", "N", "C", "C", "C", "C", "C", "C", "C", "H", "H", "N", "C", "O", "C", "C", "C", "O", "C", "C", "H", "H", "C", "H", "H", "C", "H", "H", "H", "H", "H", "H", "H", "H", "C", "H", "H", "H", "H", "H", "H", "H"],
  "xyz": [[1.715, 1.468, -2.752], [0.645, 1.568, -2.550], [2.098, 2.384, -3.214], [1.884, 0.634, -3.431], [2.424, 1.145, -1.576], [2.382, 2.004, -0.537], [1.783, 3.263, -0.586], [1.777, 4.087, 0.524], [2.346, 3.675, 1.717], [2.919, 2.421, 1.789], [2.958, 1.587, 0.677], [3.522, 0.232, 0.874], [3.413, -0.386, 1.906], [4.176, -0.221, -0.204], [4.707, -1.524, -0.119], [3.873, -2.473, -0.029], [2.405, -2.289, -0.106], [1.863, -1.811, -1.295], [0.515, -1.529, -1.384], [-0.293, -1.688, -0.267], [0.235, -2.189, 0.916], [1.578, -2.504, 0.990], [1.997, -2.859, 1.918], [-0.401, -2.326, 1.776], [-1.658, -1.309, -0.334], [-2.694, -2.045, 0.233], [-2.584, -3.142, 0.706], [-3.927, -1.166, 0.186], [-3.613, -0.195, -0.952], [-2.096, -0.147, -0.949], [-1.388, 0.703, -1.422], [-4.287, 1.174, -0.898], [-4.261, 1.772, 0.503], [-3.230, 1.996, 0.788], [-4.822, 2.707, 0.508], [-4.864, 0.787, 1.499], [-4.911, 1.236, 2.492], [-5.880, 0.529, 1.194], [-4.002, -0.468, 1.556], [-4.389, -1.175, 2.290], [-2.994, -0.180, 1.870], [-5.325, 1.068, -1.223], [-3.776, 1.835, -1.599], [-3.879, -0.669, -1.906], [-4.833, -1.749, 0.016], [0.096, -1.162, -2.307], [2.507, -1.656, -2.147], [4.404, -3.857, 0.120], [4.026, -4.487, -0.683], [5.490, -3.843, 0.105], [4.056, -4.272, 1.065], [3.351, 2.058, 2.709], [2.334, 4.321, 2.581], [1.313, 5.061, 0.453], [1.314, 3.606, -1.494]]
}


No. 3
{
  "formula": "C24H24N2O5",
  "method": "ωB97M-V/def2-TZVPD",
  "homo_energy_ev": -8.18,
  "total_charge": 0,
  "fmax_ev_per_a": 15.9,
  "smiles": "CCCCCCc1cc2cc(-c3nnc(-c4cccc(OC)c4)o3)c(=O)oc2cc1O",
  "energy_ha": -1414.01658,
  "e_above_lowest_kj_mol": 1867.0,
  "elements": ["C", "C", "C", "C", "C", "H", "H", "C", "C", "C", "C", "C", "C", "C", "O", "H", "H", "O", "C", "O", "C", "C", "H", "C", "N", "N", "C", "C", "C", "C", "C", "C", "C", "H", "O", "C", "H", "H", "H", "H", "H", "H", "O", "H", "H", "H", "H", "H", "H", "H", "H", "H", "H", "H", "H"],
  "xyz": [[-3.707, -4.337, -6.439], [-2.715, -4.849, -5.363], [-2.723, -3.878, -4.153], [-1.835, -4.145, -2.991], [-0.178, -4.098, -3.373], [-0.061, -3.016, -3.598], [-0.234, -4.634, -4.079], [0.581, -4.539, -1.942], [0.381, -3.520, -0.806], [0.886, -2.294, -0.960], [0.649, -1.374, 0.312], [-0.027, -1.662, 1.342], [-0.598, -2.882, 1.102], [-0.594, -3.884, 0.310], [-0.985, -5.084, 0.286], [-1.732, -5.036, 1.098], [-1.386, -3.083, 1.955], [-0.416, -0.719, 2.185], [0.194, 0.297, 2.298], [-0.200, 1.186, 3.258], [1.143, 0.837, 1.158], [1.147, 0.061, 0.248], [1.848, 0.233, -0.604], [1.482, 2.222, 1.200], [2.630, 2.456, 0.367], [2.745, 3.775, 0.557], [2.193, 4.178, 1.550], [2.188, 5.187, 2.619], [2.884, 6.508, 2.076], [2.918, 7.553, 2.786], [2.291, 7.531, 4.108], [1.637, 6.519, 4.453], [1.436, 5.328, 3.705], [0.949, 4.575, 3.888], [0.856, 6.756, 5.584], [-0.038, 5.514, 6.260], [0.807, 4.662, 6.308], [-0.638, 6.073, 7.050], [-0.774, 5.375, 5.459], [2.196, 8.563, 4.793], [3.414, 8.412, 2.407], [3.308, 6.467, 1.272], [1.432, 3.144, 2.124], [1.530, -1.906, -1.831], [0.235, -5.462, -1.529], [1.504, -4.647, -2.384], [-2.093, -3.405, -2.260], [-2.202, -5.122, -2.796], [-3.649, -3.648, -3.756], [-2.349, -2.650, -4.408], [-1.640, -4.899, -5.640], [-2.957, -5.755, -4.851], [-3.281, -3.580, -6.869], [-4.730, -4.215, -6.160], [-3.720, -5.089, -7.329]]
}


No. 4
{
  "formula": "C24H24N3O4SiW",
  "method": "ωB97M-V/def2-TZVPD",
  "homo_energy_ev": [-11.43, -11.83],
  "total_charge": 1,
  "fmax_ev_per_a": 1.4,
  "energy_ha": -1750.58034,
  "e_above_lowest_kj_mol": 41.5,
  "spin_multiplicity": 3,
  "elements": ["W", "C", "C", "N", "C", "C", "N", "C", "O", "O", "C", "O", "O", "H", "H", "H", "H", "H", "C", "C", "C", "C", "C", "C", "N", "H", "H", "H", "H", "H", "H", "H", "H", "C", "C", "C", "C", "C", "C", "Si", "C", "C", "C", "C", "C", "C", "H", "H", "H", "H", "H", "H", "H", "H", "H", "H", "H"],
  "xyz": [[-0.432, -0.335, -0.583], [0.036, -1.415, 3.158], [0.106, -2.340, 2.001], [-0.047, -2.030, 0.718], [0.206, -3.181, -0.010], [0.477, -4.200, 0.850], [0.403, -3.646, 2.098], [0.828, -5.644, 0.693], [0.876, -6.105, -0.528], [1.030, -6.291, 1.687], [0.287, -3.077, -1.486], [0.510, -4.047, -2.188], [0.141, -1.855, -1.896], [-0.167, -0.407, 2.812], [0.983, -1.414, 3.701], [-0.749, -1.723, 3.849], [0.563, -4.189, 2.937], [0.651, -5.432, -1.222], [-1.803, 1.749, 2.563], [-2.309, 0.641, 1.706], [-3.115, -0.440, 2.087], [-3.267, -1.259, 0.977], [-2.605, -0.640, -0.100], [-3.064, -0.739, -1.543], [-2.034, 0.565, 0.387], [-2.437, 2.627, 2.423], [-0.780, 2.031, 2.313], [-1.854, 1.472, 3.615], [-3.486, -0.632, 3.082], [-3.856, -2.162, 0.919], [-3.905, -0.063, -1.711], [-3.397, -1.753, -1.756], [-2.293, -0.474, -2.283], [2.460, 5.163, 1.312], [1.166, 4.773, 0.991], [0.919, 3.475, 0.580], [1.960, 2.547, 0.467], [3.253, 2.953, 0.804], [3.501, 4.250, 1.222], [1.656, 0.795, -0.106], [0.893, 0.803, -2.027], [1.647, 0.202, -3.041], [1.289, 0.342, -4.369], [0.135, 1.040, -4.710], [-0.623, 1.657, -3.727], [-0.241, 1.564, -2.392], [2.658, 6.178, 1.631], [0.350, 5.480, 1.066], [-0.099, 3.178, 0.346], [4.074, 2.249, 0.729], [4.511, 4.547, 1.476], [3.003, 0.174, -0.199], [2.517, -0.386, -2.776], [1.892, -0.116, -5.141], [-0.163, 1.114, -5.747], [-1.493, 2.243, -3.994], [-0.761, 2.182, -1.664]]
}


Repeat the first record exactly.
{
  "formula": "C24H24MnN4O4S3",
  "method": "ωB97M-V/def2-TZVPD",
  "homo_energy_ev": [-7.95, -8.62],
  "total_charge": 0,
  "fmax_ev_per_a": 1.6,
  "energy_ha": -3794.65797,
  "e_above_lowest_kj_mol": 46.6,
  "spin_multiplicity": 6,
  "elements": ["Mn", "O", "C", "N", "C", "O", "C", "C", "C", "C", "C", "N", "C", "C", "C", "C", "C", "N", "H", "H", "H", "H", "H", "H", "H", "H", "O", "C", "O", "C", "C", "C", "C", "C", "N", "H", "H", "H", "H", "C", "C", "S", "C", "C", "S", "C", "C", "S", "H", "H", "H", "H", "H", "H", "H", "H", "H", "H", "H", "H"],
  "xyz": [[-0.162, -0.209, 0.470], [1.508, -2.368, -2.337], [1.248, -1.876, -1.255], [0.136, -2.007, -0.494], [-0.909, -2.860, -0.678], [-0.922, -3.911, -1.285], [-2.177, -2.424, 0.057], [-3.266, -3.287, 0.036], [-4.428, -2.908, 0.683], [-4.476, -1.682, 1.329], [-3.350, -0.879, 1.303], [-2.228, -1.241, 0.688], [2.282, -0.915, -0.637], [3.464, -0.696, -1.336], [4.430, 0.102, -0.752], [4.196, 0.645, 0.504], [2.992, 0.376, 1.128], [2.058, -0.394, 0.570], [-3.171, -4.227, -0.487], [-5.290, -3.563, 0.685], [-5.366, -1.348, 1.843], [-3.332, 0.088, 1.793], [3.593, -1.156, -2.304], [5.363, 0.291, -1.267], [4.928, 1.271, 0.995], [2.751, 0.790, 2.100], [-0.634, 2.235, 3.798], [-0.510, 1.318, 3.003], [-0.483, 1.416, 1.721], [-0.401, -0.100, 3.567], [-0.625, -0.326, 4.919], [-0.594, -1.627, 5.388], [-0.337, -2.660, 4.495], [-0.110, -2.343, 3.168], [-0.136, -1.092, 2.716], [-0.823, 0.523, 5.557], [-0.772, -1.839, 6.434], [-0.311, -3.692, 4.818], [0.108, -3.111, 2.434], [2.230, 3.067, -3.163], [1.492, 3.835, -2.074], [0.825, 2.821, -0.715], [-0.956, 3.060, -0.896], [-1.611, 2.339, -2.070], [-1.443, 0.529, -2.002], [-0.495, 0.114, -3.488], [0.961, 0.560, -3.522], [1.189, 2.172, -4.342], [2.954, 2.374, -2.729], [2.794, 3.775, -3.774], [0.673, 4.407, -2.511], [2.181, 4.548, -1.617], [-1.151, 4.132, -0.982], [-1.357, 2.730, 0.062], [-1.172, 2.667, -3.011], [-2.676, 2.575, -2.092], [-1.048, 0.495, -4.348], [-0.541, -0.976, -3.525], [1.549, -0.189, -4.052], [1.355, 0.653, -2.515]]
}


- Number 1 is which compound?
  C24H24MnN4O4S3


What did the third record say?
{
  "formula": "C24H24N2O5",
  "method": "ωB97M-V/def2-TZVPD",
  "homo_energy_ev": -8.18,
  "total_charge": 0,
  "fmax_ev_per_a": 15.9,
  "smiles": "CCCCCCc1cc2cc(-c3nnc(-c4cccc(OC)c4)o3)c(=O)oc2cc1O",
  "energy_ha": -1414.01658,
  "e_above_lowest_kj_mol": 1867.0,
  "elements": ["C", "C", "C", "C", "C", "H", "H", "C", "C", "C", "C", "C", "C", "C", "O", "H", "H", "O", "C", "O", "C", "C", "H", "C", "N", "N", "C", "C", "C", "C", "C", "C", "C", "H", "O", "C", "H", "H", "H", "H", "H", "H", "O", "H", "H", "H", "H", "H", "H", "H", "H", "H", "H", "H", "H"],
  "xyz": [[-3.707, -4.337, -6.439], [-2.715, -4.849, -5.363], [-2.723, -3.878, -4.153], [-1.835, -4.145, -2.991], [-0.178, -4.098, -3.373], [-0.061, -3.016, -3.598], [-0.234, -4.634, -4.079], [0.581, -4.539, -1.942], [0.381, -3.520, -0.806], [0.886, -2.294, -0.960], [0.649, -1.374, 0.312], [-0.027, -1.662, 1.342], [-0.598, -2.882, 1.102], [-0.594, -3.884, 0.310], [-0.985, -5.084, 0.286], [-1.732, -5.036, 1.098], [-1.386, -3.083, 1.955], [-0.416, -0.719, 2.185], [0.194, 0.297, 2.298], [-0.200, 1.186, 3.258], [1.143, 0.837, 1.158], [1.147, 0.061, 0.248], [1.848, 0.233, -0.604], [1.482, 2.222, 1.200], [2.630, 2.456, 0.367], [2.745, 3.775, 0.557], [2.193, 4.178, 1.550], [2.188, 5.187, 2.619], [2.884, 6.508, 2.076], [2.918, 7.553, 2.786], [2.291, 7.531, 4.108], [1.637, 6.519, 4.453], [1.436, 5.328, 3.705], [0.949, 4.575, 3.888], [0.856, 6.756, 5.584], [-0.038, 5.514, 6.260], [0.807, 4.662, 6.308], [-0.638, 6.073, 7.050], [-0.774, 5.375, 5.459], [2.196, 8.563, 4.793], [3.414, 8.412, 2.407], [3.308, 6.467, 1.272], [1.432, 3.144, 2.124], [1.530, -1.906, -1.831], [0.235, -5.462, -1.529], [1.504, -4.647, -2.384], [-2.093, -3.405, -2.260], [-2.202, -5.122, -2.796], [-3.649, -3.648, -3.756], [-2.349, -2.650, -4.408], [-1.640, -4.899, -5.640], [-2.957, -5.755, -4.851], [-3.281, -3.580, -6.869], [-4.730, -4.215, -6.160], [-3.720, -5.089, -7.329]]
}